Record 1
Below is C46H49N4PbS as an isolated structure, with properties calculated with ωB97M-V with the def2-TZVPD basis set.

CARTESIAN COORDINATES (ANGSTROEM)
Pb  -0.039730  2.260511  -0.282857
S  0.913605  6.964558  -0.714444
C  2.470921  6.222120  -0.903656
C  3.709118  6.822457  -1.106500
C  4.820365  6.008951  -1.214170
C  4.701400  4.618602  -1.118228
C  3.471118  4.024542  -0.920739
C  2.341647  4.833836  -0.815195
N  1.042264  4.398129  -0.616882
C  0.194376  5.393261  -0.536669
C  -1.224604  5.170866  -0.300835
C  -2.126237  6.238907  -0.255196
C  -3.464125  5.997540  -0.020528
C  -3.902482  4.688188  0.167353
C  -3.007825  3.630983  0.116920
C  -1.645649  3.842003  -0.114411
H  3.801518  7.897909  -1.174620
H  5.793884  6.453573  -1.368344
H  5.591880  4.007480  -1.193426
H  3.367150  2.949601  -0.829995
H  -1.783544  7.256795  -0.405579
H  -4.166231  6.819409  0.015396
H  -4.951926  4.495440  0.353835
H  -3.384325  2.624605  0.266888
C  -1.386310  -1.744929  0.090057
C  -0.664643  -2.571725  0.619039
C  0.237031  -3.430859  1.233948
C  0.456364  -3.229404  2.687332
C  0.718510  -1.959908  3.198968
C  0.896181  -1.767173  4.561001
C  0.805986  -2.843066  5.432450
C  0.529774  -4.109788  4.935426
C  0.353381  -4.301974  3.574108
C  0.937403  -4.451674  0.489649
C  2.080633  -5.085825  1.011846
C  2.779316  -6.018789  0.264505
C  2.362727  -6.355821  -1.018647
C  1.225798  -5.748996  -1.545287
C  0.523844  -4.814920  -0.807088
H  0.752095  -1.113892  2.522681
H  1.096422  -0.774369  4.943801
H  0.938519  -2.693940  6.495832
H  0.443020  -4.950037  5.611886
H  0.130842  -5.289163  3.188024
H  2.420787  -4.831554  2.007182
H  3.653668  -6.495155  0.690174
H  2.902804  -7.097261  -1.592307
H  0.875581  -6.024243  -2.532501
H  -0.371283  -4.360068  -1.215266
C  4.152019  -0.052908  -2.824057
C  2.658018  0.266727  -2.560850
N  2.168929  -0.515994  -1.439363
C  2.314170  -1.935364  -1.710247
C  3.808124  -2.307583  -1.864545
N  4.590717  -1.023309  -1.760620
C  4.401763  -0.414001  -0.398433
C  2.883145  -0.166771  -0.222399
H  4.796979  0.821464  -2.747499
H  4.323840  -0.535432  -3.784722
H  2.062114  0.032548  -3.442169
H  2.520546  1.326072  -2.343253
H  1.765275  -2.181942  -2.618161
H  1.871227  -2.495173  -0.892566
H  4.045873  -2.753845  -2.828612
H  4.163763  -2.966336  -1.073323
H  5.577658  -1.230583  -1.893410
H  4.990427  0.502407  -0.374360
H  4.809284  -1.115662  0.327343
H  2.689718  0.879210  0.012195
H  2.489917  -0.765900  0.596862
C  -6.847174  -0.316593  1.351751
C  -5.370005  -0.042051  1.433371
C  -4.831323  0.678879  2.492168
C  -3.465784  0.923502  2.577822
C  -2.885820  1.746546  3.694858
C  -2.636350  0.435261  1.575767
C  -3.153513  -0.297458  0.517831
C  -4.517439  -0.541250  0.452582
N  -2.212857  -0.838902  -0.436184
C  -2.457123  -0.905833  -1.914535
C  -3.192581  0.353728  -2.358971
C  -3.212895  -2.177760  -2.305163
C  -1.084724  -0.935135  -2.590602
H  -7.389837  0.210463  2.134588
H  -7.050170  -1.383156  1.462155
H  -7.252075  -0.004245  0.388144
H  -5.489365  1.059336  3.265274
H  -3.619675  1.920706  4.480136
H  -2.553147  2.717964  3.321391
H  -2.021571  1.249929  4.137919
H  -1.580905  0.680709  1.620794
H  -4.937133  -1.130277  -0.349456
H  -4.192422  0.428342  -1.938265
H  -3.285100  0.343329  -3.445332
H  -2.632267  1.247344  -2.073540
H  -4.216015  -2.221767  -1.886999
H  -2.666689  -3.060946  -1.967450
H  -3.303320  -2.227349  -3.391023
H  -0.521518  -0.029161  -2.359521
H  -1.216389  -1.009081  -3.670887
H  -0.509319  -1.798384  -2.251373

Atoms 1-6, force components in eV/Å:
0.004 0.064 0.002
-0.004 -0.008 -0.013
0.001 -0.005 -0.010
0.002 0.003 0.002
-0.004 0.002 -0.001
0.003 0.000 0.000

Computed properties:
* calculated total energy: -70532.6041 eV
* frontier orbital gap (alpha / beta): 0.207 / 0.190 Eh
* HOMO level (alpha / beta): -0.304 / -0.288 Ha
* E_LUMO (alpha / beta): -0.098 / -0.097 Eh
* charge: +1
* relative energy (zero: lowest compared OMol25 entry of this formula, charge and spin): 40.4 kJ/mol

***

Record 2
Below is C46H50AsNO2Ti as an isolated structure in a non-equilibrium geometry, with properties calculated with ωB97M-V with the def2-TZVPD basis set.

CARTESIAN COORDINATES (ANGSTROEM)
Ti  1.289281  1.543227  -0.876150
O  -0.291734  2.205968  -0.166396
C  -1.097818  3.244708  -0.628219
C  -0.325737  3.931748  -1.821863
C  1.097945  4.257137  -1.682435
C  1.625642  5.524919  -1.938232
C  3.003221  5.701517  -1.923366
C  3.772846  4.802834  -1.319022
C  3.321829  3.493985  -1.029291
C  4.185972  2.356864  -0.449097
C  3.668519  1.531560  0.778370
O  2.413961  0.988621  0.433915
C  4.568056  0.225752  1.070687
C  5.931730  0.165195  0.760159
C  6.728607  -0.883216  1.102180
C  6.103400  -2.079820  1.430896
C  4.784266  -2.021510  1.843993
C  4.020888  -0.901814  1.671687
C  3.617490  2.274749  2.122568
C  4.726723  2.975138  2.494083
C  4.740923  3.662177  3.685141
C  3.576547  3.718383  4.471920
C  2.414910  2.966885  4.137108
C  2.496868  2.164083  3.027919
N  1.988618  3.272057  -1.331751
C  -2.504563  2.700620  -1.175432
C  -3.223501  3.344578  -2.192467
C  -4.548251  2.963666  -2.511904
C  -5.192427  2.009342  -1.737809
C  -4.478797  1.313613  -0.748820
C  -3.177080  1.661494  -0.438313
C  -1.452792  4.329104  0.437393
C  -2.275254  5.445989  0.240891
C  -2.691044  6.237935  1.308223
C  -2.403603  5.850521  2.606137
C  -1.483290  4.811329  2.853703
C  -1.102917  4.055542  1.769172
H  -0.737586  4.998324  -1.952395
H  -0.473933  3.423261  -2.766569
H  0.919858  6.268507  -2.292023
H  3.495129  6.499396  -2.493938
H  4.855919  4.913547  -1.150235
H  5.179186  2.827525  -0.237469
H  4.373327  1.599902  -1.290474
H  6.426340  1.028133  0.397176
H  7.793986  -0.829885  0.897414
H  6.615824  -3.051633  1.307489
H  4.354981  -2.950363  2.300969
H  3.017482  -0.773996  2.100563
H  5.579161  3.062170  1.878016
H  5.595489  4.314913  3.940954
H  3.522931  4.280161  5.427776
H  1.641998  2.812411  4.854543
H  1.707828  1.472824  2.835081
H  -2.770301  4.203773  -2.755354
H  -5.099803  3.440536  -3.318367
H  -6.211334  1.731256  -1.971311
H  -4.925703  0.515555  -0.168443
H  -2.646692  1.038727  0.262456
H  -2.726387  5.649108  -0.784219
H  -3.380067  7.071525  1.151406
H  -2.859446  6.379929  3.481200
H  -1.158032  4.612113  3.903452
H  -0.562861  3.105301  1.882649
C  -4.625733  -8.247480  -2.012543
C  -3.808784  -7.067997  -1.588496
C  -2.317216  -7.184288  -1.900986
C  -3.817598  -6.861214  -0.071861
C  -3.360107  -5.604327  0.408471
C  -3.295862  -5.322110  1.733969
C  -3.599430  -6.301686  2.706321
C  -3.327582  -6.112914  4.171974
C  -4.159129  -7.474155  2.233783
C  -4.286057  -7.817640  0.874326
H  -4.634713  -8.367087  -3.100918
H  -5.700838  -8.107615  -1.740575
H  -4.238712  -9.211042  -1.540612
H  -4.253768  -6.159572  -2.050301
H  -1.816901  -8.119022  -1.585176
H  -1.825211  -6.282518  -1.572598
H  -2.265260  -7.117485  -3.001817
H  -2.892110  -4.948375  -0.334796
H  -3.114774  -4.312211  2.063844
H  -2.872840  -5.122342  4.444219
H  -2.625760  -6.929038  4.569451
H  -4.238922  -6.318879  4.749882
H  -4.602535  -8.169037  2.991043
H  -4.685117  -8.798342  0.607461
C  0.382712  0.273148  -4.678780
As  1.067881  -0.076908  -2.872806
C  -0.313603  -1.362494  -2.069539
C  2.502041  -1.453624  -3.114107
H  -0.007774  -0.708494  -5.057506
H  1.193328  0.650018  -5.337253
H  -0.402172  1.018748  -4.730355
H  -0.631840  -2.207060  -2.707409
H  -1.163175  -0.801560  -1.767177
H  0.128366  -1.721610  -1.124870
H  3.414908  -0.963707  -2.854920
H  2.441103  -1.896551  -4.095353
H  2.396467  -2.281480  -2.359951

Atoms 1-6, force components in eV/Å:
-1.755 -1.683 2.418
-0.029 -0.335 -0.211
-1.078 0.844 -1.716
-1.684 2.459 0.032
2.751 0.262 0.986
-0.831 -0.811 -0.645

Computed properties:
* calculated total energy: -138046.3403 eV
* frontier orbital gap (alpha / beta): 0.255 / 0.236 Eh
* HOMO level (alpha / beta): -0.360 / -0.360 Ha
* E_LUMO (alpha / beta): -0.105 / -0.124 Eh
* charge: +1
* relative energy (zero: lowest compared OMol25 entry of this formula, charge and spin): 0.0 kJ/mol
* expectation value of S²: 0.76
* spin multiplicity: 2